Entry 1:
Density functional theory data (ωB97M-V/def2-TZVPD) for an isolated molecule of C4H8N2O.

```
! RIJCOSX wB97M-V def2-TZVPD def2/J DEFGRID3
* xyz 0 1
C -2.546 0.061 0.109
N -1.495 -0.709 -0.543
C -0.181 -0.701 -0.354
N 0.270 0.173 0.598
C 1.494 0.689 0.049
O 1.534 1.828 -0.351
C 2.655 -0.276 0.014
H -3.501 -0.232 -0.334
H -2.413 1.137 -0.049
H -2.578 -0.155 1.182
H -1.783 -1.257 -1.335
H -0.340 0.910 0.966
H 2.351 -1.282 0.304
H 3.127 -0.278 -0.973
H 3.406 0.093 0.718
*
```

Computed properties:
* energy: -341.91716 Eh
* HOMO level: -8.712 eV
* Kohn-Sham gap: 9.5113 eV

Entry 2:
Density functional theory data (ωB97M-V/def2-TZVPD) for an isolated molecule of C4H8N2O.

```
! RIJCOSX wB97M-V def2-TZVPD def2/J DEFGRID3
* xyz 0 1
C 0.880 0.896 -0.627
C -0.771 0.150 0.340
C 2.404 0.786 -0.790
C -1.541 -0.944 1.026
N 0.285 -0.393 -0.472
N 0.517 0.540 0.701
O -2.873 -0.887 0.500
H 0.217 1.418 -1.265
H -1.507 0.752 -0.092
H 2.531 0.112 -1.619
H 2.596 0.215 0.098
H 3.149 1.646 -0.855
H -1.632 -0.676 1.999
H -1.099 -1.969 0.973
H -3.157 -1.646 0.084
*
```

Computed properties:
* energy: -341.81441 Eh
* HOMO level: -9.802 eV
* SMILES: C[C@H]1N2[C@@H](CO)N12
* Kohn-Sham gap: 10.8139 eV

Entry 3:
Density functional theory data (ωB97M-V/def2-TZVPD) for an isolated molecule of C4H8N2O.

```
! RIJCOSX wB97M-V def2-TZVPD def2/J DEFGRID3
* xyz 0 1
C 0.331 -0.608 1.635
C 0.177 -0.137 0.200
C 0.817 -0.881 -0.893
N -0.632 -0.915 -0.749
C -0.258 1.274 -0.044
O -0.135 2.064 0.865
N -0.743 1.673 -1.250
H 0.497 -1.694 1.667
H 1.175 -0.124 2.133
H -0.564 -0.385 2.223
H 1.188 -0.357 -1.767
H 1.352 -1.782 -0.613
H -0.965 -1.745 -0.283
H -1.182 0.979 -1.826
H -1.055 2.635 -1.298
*
```

Computed properties:
* energy: -341.95099 Eh
* HOMO level: -9.454 eV
* SMILES: C[C@@]1(C(N)=O)CN1
* Kohn-Sham gap: 10.4389 eV

Entry 4:
Density functional theory data (ωB97M-V/def2-TZVPD) for a structure of composition C4H8N2O.

```
! RIJCOSX wB97M-V def2-TZVPD def2/J DEFGRID3
* xyz 0 1
C 1.416 0.518 1.444
C 0.693 -0.159 0.335
N 0.994 -1.458 -0.224
C -0.346 -1.386 -0.895
C -0.500 -0.022 -0.254
N -1.534 0.905 -0.049
O -2.016 1.368 -1.311
H 2.445 0.787 1.183
H 1.450 -0.163 2.302
H 0.893 1.427 1.763
H -1.089 1.730 0.351
H 1.749 -1.391 -0.907
H -0.996 -2.169 -0.490
H -0.326 -1.454 -1.988
H -2.965 1.430 -1.150
*
```

Computed properties:
* energy: -341.84567 Eh
* HOMO level: -7.825 eV
* Kohn-Sham gap: 8.8171 eV

Entry 5:
Density functional theory data (ωB97M-V/def2-TZVPD) for an isolated molecule of C4H8N2O.

```
! RIJCOSX wB97M-V def2-TZVPD def2/J DEFGRID3
* xyz 0 1
N 1.754 1.030 0.570
C 0.762 0.027 0.224
C -0.067 0.327 -1.037
C -1.433 -0.189 -0.575
O -1.619 -0.062 1.150
C 1.312 -1.337 0.172
N 1.616 -2.455 0.215
H 1.892 1.808 -0.058
H 1.530 1.396 1.473
H -0.208 -0.037 1.137
H 0.287 -0.152 -1.979
H -0.095 1.409 -1.226
H -1.548 -1.260 -0.738
H -2.278 0.425 -0.835
H -1.904 -0.930 1.508
*
```

Computed properties:
* energy: -341.85565 Eh
* HOMO level: -8.927 eV
* SMILES: N#C[C@@H](N)CCO
* Kohn-Sham gap: 9.4882 eV

Entry 6:
Density functional theory data (ωB97M-V/def2-TZVPD) for an isolated molecule of C4H8N2O.

```
! RIJCOSX wB97M-V def2-TZVPD def2/J DEFGRID3
* xyz 0 1
O -0.279 1.991 -1.632
C -0.243 1.004 -0.920
N 0.672 -0.093 -1.074
C 1.162 -0.328 -2.214
C 0.350 -0.488 1.806
C -0.953 -0.388 1.014
N -1.026 0.802 0.170
H 1.191 -0.319 1.133
H 0.911 0.234 -3.117
H 1.882 -1.145 -2.284
H 0.388 0.247 2.615
H 0.461 -1.491 2.230
H -1.815 -0.358 1.687
H -1.077 -1.272 0.381
H -1.664 1.550 0.398
*
```

Computed properties:
* energy: -341.95826 Eh
* HOMO level: -9.610 eV
* SMILES: C=NC(=O)NCC
* Kohn-Sham gap: 10.1833 eV

Entry 7:
Density functional theory data (ωB97M-V/def2-TZVPD) for a cluster of 2 separate species, C4H8N2O in total.

```
! RIJCOSX wB97M-V def2-TZVPD def2/J DEFGRID3
* xyz 0 1
N 1.210 0.010 -1.279
C 1.628 -0.213 -0.006
O 2.797 -0.063 0.317
C 0.672 -0.772 1.056
N -0.791 -0.923 1.028
C -1.615 0.241 0.761
C -1.612 -0.617 -0.191
H 1.911 0.345 -1.925
H 0.245 -0.018 -1.565
H 1.047 -1.784 1.227
H 0.911 -0.213 1.965
H -1.967 1.099 1.315
H -1.110 2.379 -0.715
H -2.102 -1.188 -0.959
H -1.224 1.717 -1.030
*
```

Computed properties:
* energy: -341.79676 Eh
* HOMO level: -8.332 eV
* SMILES: NC(=O)CN1C=C1.[H][H]
* Kohn-Sham gap: 9.0445 eV

Entry 8:
Density functional theory data (ωB97M-V/def2-TZVPD) for an isolated molecule of C4H8N2O.

```
! RIJCOSX wB97M-V def2-TZVPD def2/J DEFGRID3
* xyz 0 1
C -0.991 1.359 -0.593
C -0.100 0.227 -0.094
C 1.359 0.484 -0.118
N 0.665 0.393 1.154
C -0.687 -1.170 0.068
O -1.864 -1.290 0.347
N 0.155 -2.257 0.001
H -0.669 2.302 -0.129
H -0.918 1.513 -1.677
H -2.040 1.193 -0.342
H 2.080 -0.295 -0.355
H 1.669 1.480 -0.429
H 0.475 1.298 1.569
H 1.134 -2.140 0.217
H -0.266 -3.097 0.380
*
```

Computed properties:
* energy: -341.94549 Eh
* HOMO level: -9.638 eV
* SMILES: C[C@@]1(C(N)=O)CN1
* Kohn-Sham gap: 10.5586 eV

Entry 9:
Density functional theory data (ωB97M-V/def2-TZVPD) for a cluster of 2 separate species, C4H8N2O in total.

```
! RIJCOSX wB97M-V def2-TZVPD def2/J DEFGRID3
* xyz 0 1
C 1.231 -1.676 0.179
N 0.375 -0.711 0.853
C -0.475 0.019 0.006
C -1.309 0.951 0.514
O -1.743 0.865 1.806
C 0.156 1.636 -1.890
N 1.290 1.588 -2.099
H 1.859 -1.239 -0.616
H 1.883 -2.143 0.920
H 0.605 -2.453 -0.265
H 0.947 -0.033 1.351
H -0.460 -0.281 -1.036
H -0.903 1.671 -1.712
H -1.595 1.898 0.057
H -1.859 -0.090 1.932
*
```

Computed properties:
* energy: -341.86214 Eh
* HOMO level: -7.906 eV
* SMILES: CN/C=C\O.C#N
* Kohn-Sham gap: 8.6442 eV

Entry 10:
Density functional theory data (ωB97M-V/def2-TZVPD) for a structure of composition C4H8N2O.

```
! RIJCOSX wB97M-V def2-TZVPD def2/J DEFGRID3
* xyz 0 1
N 0.673 -1.140 -0.937
C 1.453 -0.696 0.123
O 2.544 -1.110 0.483
C 0.791 0.438 0.884
N -0.549 0.722 0.428
C -1.797 0.046 0.223
C -1.198 1.060 -0.725
H 1.161 -1.925 -1.364
H -0.068 -0.482 -1.618
H 0.763 0.201 1.956
H 1.399 1.345 0.772
H -1.785 -0.953 -0.228
H -2.568 0.217 0.979
H -0.909 0.374 -1.959
H -1.349 2.071 -1.089
*
```

Computed properties:
* energy: -341.84401 Eh
* HOMO level: -9.146 eV
* Kohn-Sham gap: 9.9364 eV

Entry 11:
Density functional theory data (ωB97M-V/def2-TZVPD) for an isolated molecule of C4H8N2O.

```
! RIJCOSX wB97M-V def2-TZVPD def2/J DEFGRID3
* xyz 0 1
C 1.633 -0.645 0.177
C -2.051 -0.503 -0.054
C 1.522 0.811 -0.119
N 0.221 1.325 0.431
C 0.261 -0.982 -0.306
N -0.702 -0.405 0.488
O 2.360 1.595 -0.517
H 0.322 2.053 1.141
H -0.583 1.635 -0.109
H 2.401 -1.075 -0.467
H 1.785 -0.873 1.242
H 0.057 -1.327 -1.319
H -2.409 -1.528 0.053
H -2.725 0.166 0.485
H -2.091 -0.246 -1.124
*
```

Computed properties:
* energy: -341.83720 Eh
* HOMO level: -7.543 eV
* SMILES: C/N=C/CC(N)=O
* Kohn-Sham gap: 8.3889 eV

Entry 12:
Density functional theory data (ωB97M-V/def2-TZVPD) for an isolated molecule of C4H8N2O.

```
! RIJCOSX wB97M-V def2-TZVPD def2/J DEFGRID3
* xyz 0 1
C 1.574 1.252 0.802
C -1.182 0.041 -0.238
N 0.530 -1.855 -0.442
C 0.855 0.895 -0.451
C -2.495 -0.125 -0.136
O -0.257 -0.990 0.358
N -0.417 1.035 -0.700
H -0.017 -2.159 -1.249
H 0.697 -2.660 0.157
H 1.481 0.883 -1.345
H -3.151 0.671 -0.441
H -2.913 -0.973 0.377
H 0.922 1.119 1.662
H 1.941 2.278 0.736
H 2.433 0.590 0.910
*
```

Computed properties:
* energy: -341.77935 Eh
* HOMO level (spin up / spin down): -7.639 / -7.640 eV
* SMILES: C=C(/N=C\C)ON
* Kohn-Sham gap (spin up / spin down): 7.7220 / 7.7227 eV

Entry 13:
Density functional theory data (ωB97M-V/def2-TZVPD) for an isolated molecule of C4H8N2O.

```
! RIJCOSX wB97M-V def2-TZVPD def2/J DEFGRID3
* xyz 0 1
C -0.003 -0.875 -0.004
C 2.306 0.044 -0.020
C -1.808 -0.823 0.052
C 0.522 0.447 0.022
N -2.476 0.352 -0.045
N 0.104 1.629 0.039
O -2.394 -1.888 0.168
H -1.954 1.222 -0.094
H -3.488 0.368 -0.019
H 0.846 2.337 0.029
H 0.182 -1.387 -0.946
H 0.215 -1.445 0.896
H 2.567 -1.012 -0.074
H 2.700 0.473 0.901
H 2.681 0.559 -0.905
*
```

Computed properties:
* energy: -341.91333 Eh
* HOMO level: -8.829 eV
* SMILES: [H]/N=C(\C)CC(N)=O
* Kohn-Sham gap: 9.6393 eV

Entry 14:
Density functional theory data (ωB97M-V/def2-TZVPD) for a cluster of 2 separate species, C4H8N2O2 in total.

```
! RIJCOSX wB97M-V def2-TZVPD def2/J DEFGRID3
* xyz -1 2
C -1.243 -0.102 -2.212
C -0.614 1.050 -2.558
C 0.461 -1.554 -1.631
N -0.685 -1.069 -1.348
H -2.282 -0.298 -2.488
H 0.364 1.293 -2.163
H -1.132 1.764 -3.231
H 0.916 -2.284 -0.967
H 0.978 -1.277 -2.560
N 0.514 0.726 3.111
C 0.540 0.366 1.786
O -0.619 -0.180 1.376
O 1.518 0.529 1.064
H 1.227 1.394 3.351
H -0.407 0.819 3.501
H -0.525 -0.359 0.378
*
```

Computed properties:
* energy: -417.17480 Eh
* HOMO level (spin up / spin down): 0.386 / -3.827 eV
* expectation value of S²: 0.756
* Kohn-Sham gap (spin up / spin down): 3.2349 / 7.4306 eV

Entry 15:
Density functional theory data (ωB97M-V/def2-TZVPD) for an isolated molecule of C4H8N2O2.

```
! RIJCOSX wB97M-V def2-TZVPD def2/J DEFGRID3
* xyz 0 1
C 1.034 -1.247 -0.384
C 0.529 -2.024 0.568
C -1.331 -0.764 1.211
C 0.570 0.165 -0.656
N 0.130 0.927 0.495
N -0.480 2.060 0.283
O -0.484 -1.843 1.434
O 1.568 0.736 -1.499
H 1.775 -1.635 -1.019
H 1.076 -3.041 0.809
H -1.904 -0.502 2.091
H -2.006 -0.695 0.293
H -0.239 -0.039 -1.408
H -1.196 2.206 -0.322
H -0.591 2.591 1.135
H 2.302 0.836 -0.865
*
```

Computed properties:
* energy: -417.00609 Eh
* HOMO level (spin up / spin down): -7.647 / -7.840 eV
* Kohn-Sham gap (spin up / spin down): 8.1606 / 8.5530 eV

Entry 16:
Density functional theory data (ωB97M-V/def2-TZVPD) for an isolated molecule of C4H8N2O2.

```
! RIJCOSX wB97M-V def2-TZVPD def2/J DEFGRID3
* xyz 0 1
C -0.697 -1.507 -0.061
C 0.006 -0.298 -0.659
C 1.619 -0.075 -0.322
C -0.547 1.004 -0.209
H -1.136 -1.995 1.703
H 0.009 -2.404 -0.323
H -1.708 -1.757 -0.609
H -0.282 -0.317 -1.760
H 2.373 -0.940 -0.087
H 2.030 0.418 -1.280
H 0.419 2.140 1.350
H -1.624 2.628 0.072
N 0.528 1.745 0.459
N -1.652 1.750 -0.445
O -0.779 -1.072 1.294
O 1.440 0.679 0.876
*
```

Computed properties:
* energy: -417.04642 Eh
* HOMO level: -8.967 eV
* SMILES: [H]/N=C1\NOC[C@H]1CO
* Kohn-Sham gap: 9.5960 eV

Entry 17:
Density functional theory data (ωB97M-V/def2-TZVPD) for an isolated molecule of C4H8N2O2.

```
! RIJCOSX wB97M-V def2-TZVPD def2/J DEFGRID3
* xyz 0 1
C -1.540 -0.350 0.676
N 0.431 1.139 -1.156
C 0.123 -1.504 -0.850
C 0.621 0.739 0.043
N 1.465 1.294 0.941
C -0.045 -0.550 0.408
O -0.352 -1.077 -2.008
O 0.458 -2.647 -0.679
H -0.449 -0.082 -1.948
H 0.897 1.994 -1.440
H 1.685 0.829 1.804
H 1.987 2.122 0.706
H 0.437 -1.014 1.272
H -2.018 0.142 -0.169
H -2.012 -1.315 0.847
H -1.689 0.281 1.552
*
```

Computed properties:
* energy: -417.23170 Eh
* HOMO level: -9.698 eV
* SMILES: [H]/N=C(\N)[C@@H](C)C(=O)O
* Kohn-Sham gap: 10.2642 eV

Strongest force on any atom for every record listed, in sequence, given in eV/A: 0.641, 3.378, 1.599, 0.356, 3.688, 0.438, 0.543, 0.458, 1.256, 4.267, 6.598, 3.368, 6.619, 5.230, 3.693, 6.904, 1.862.
ΔE to the lowest compared entry with this formula, charge and spin for every record listed, in sequence, given in kcal/mol: 54.3, 118.7, 33.0, 99.1, 92.9, 28.5, 129.8, 36.5, 88.8, 100.2, 104.4, 140.7, 56.7, 25.5, 156.8, 131.5, 15.2.